{"formula": "C5H12O2", "method": "ωB97M-V with the def2-TZVPD basis set", "elements": ["C", "O", "C", "C", "C", "C", "O", "H", "H", "H", "H", "H", "H", "H", "H", "H", "H", "H", "H"], "coordinates": [[-1.60, -0.26, 1.63], [-0.39, -0.59, 1.06], [-0.12, -0.06, -0.09], [-0.87, 2.12, 0.50], [1.29, -0.11, -0.57], [1.57, -1.32, -1.47], [1.47, -2.54, -0.78], [-2.45, -0.49, 0.99], [-1.32, 1.13, 1.23], [-1.66, -0.67, 2.63], [-0.94, 0.00, -0.82], [-1.14, 2.87, 1.26], [-1.52, 2.28, -0.37], [0.16, 2.35, 0.21], [1.95, -0.14, 0.30], [1.50, 0.81, -1.13], [0.90, -1.29, -2.34], [2.60, -1.27, -1.85], [0.62, -2.57, -0.32]], "orbital_gap_ha": [0.3019, 0.3019], "molar_mass_g_mol": 104.15, "e_lumo_ev": [0.5, 0.5], "e_above_lowest_kj_mol": 509.12}

---

{"formula": "C5H12O2", "method": "ωB97M-V with the def2-TZVPD basis set", "elements": ["C", "O", "C", "C", "C", "C", "O", "H", "H", "H", "H", "H", "H", "H", "H", "H", "H", "H", "H"], "coordinates": [[-2.22, -0.43, -1.59], [-1.29, -0.71, -0.56], [-0.82, 0.13, 0.57], [0.66, 0.33, 0.18], [1.34, 1.70, 0.26], [1.54, -0.84, 0.63], [0.83, -2.06, 0.64], [-2.39, 0.63, -1.81], [-1.86, -0.90, -2.52], [-3.18, -0.90, -1.35], [-1.35, 1.09, 0.70], [-0.97, -0.49, 1.45], [0.46, 0.16, -0.88], [2.13, 1.71, -0.51], [1.82, 1.93, 1.21], [0.64, 2.50, 0.01], [2.39, -0.89, -0.07], [1.97, -0.71, 1.63], [0.15, -2.00, -0.05]], "orbital_gap_ha": 0.3943, "molar_mass_g_mol": 104.15, "e_lumo_ev": 0.9, "smiles": "COC[C@@H](C)CO", "e_above_lowest_kj_mol": 206.40}

---

{"formula": "C5H12O2", "method": "ωB97M-V with the def2-TZVPD basis set", "elements": ["C", "C", "C", "O", "C", "C", "O", "H", "H", "H", "H", "H", "H", "H", "H", "H", "H", "H", "H"], "coordinates": [[2.22, -0.01, 1.14], [0.82, 0.58, 1.31], [0.07, 1.00, 0.08], [0.06, -1.35, -0.94], [-1.25, 1.07, 0.00], [-0.92, -1.17, -1.94], [-2.05, 0.50, 0.98], [2.21, -1.05, 0.80], [2.81, 0.57, 0.42], [2.75, 0.03, 2.10], [0.19, -0.07, 1.93], [0.91, 1.52, 1.88], [0.66, 1.38, -0.76], [-0.37, -1.40, -0.07], [-1.75, 1.63, -0.78], [-1.19, -2.14, -2.34], [-1.85, -0.66, -1.63], [-0.49, -0.54, -2.73], [-2.84, 0.12, 0.56]], "orbital_gap_ha": 0.3343, "molar_mass_g_mol": 104.15, "e_lumo_ev": 0.7, "smiles": "CC/C=C\\O.CO", "e_above_lowest_kj_mol": 219.44}

---

{"formula": "C5H12O2", "method": "ωB97M-V with the def2-TZVPD basis set", "elements": ["C", "C", "C", "O", "C", "C", "O", "H", "H", "H", "H", "H", "H", "H", "H", "H", "H", "H", "H"], "coordinates": [[-1.44, -1.05, 2.16], [-1.35, -0.64, 0.69], [0.09, -0.27, 0.51], [0.94, -1.13, 0.36], [-0.17, 0.65, -1.70], [1.05, 0.94, -2.12], [2.83, 0.37, -0.60], [-2.44, -1.38, 2.42], [-0.73, -1.86, 2.35], [-1.17, -0.21, 2.81], [-2.03, 0.20, 0.46], [-1.59, -1.48, 0.03], [0.36, 0.77, 0.77], [2.23, -0.30, -0.20], [-0.80, 1.40, -1.22], [-0.62, -0.32, -1.91], [1.49, 1.92, -1.99], [1.65, 0.23, -2.67], [2.75, 1.14, -0.03]], "orbital_gap_ha": 0.3593, "molar_mass_g_mol": 104.15, "e_lumo_ev": 0.5, "smiles": "CCC=O.C=C.O", "e_above_lowest_kj_mol": 239.36}

---

{"formula": "C5H12O2", "method": "ωB97M-V with the def2-TZVPD basis set", "elements": ["C", "O", "C", "C", "C", "C", "H", "H", "H", "H", "H", "H", "H", "H", "H", "H", "H", "H", "O"], "coordinates": [[-1.24, 0.38, -0.65], [-2.05, 1.52, -0.42], [-0.74, -0.23, 0.70], [0.17, 0.73, 1.51], [1.64, 0.53, 1.20], [2.23, -0.59, 0.78], [-0.45, 0.55, -1.39], [-1.88, -0.35, -1.17], [-1.75, 2.33, -0.82], [-1.70, -0.43, 1.24], [-0.47, -1.30, 0.43], [-0.19, 0.77, 2.53], [0.08, 1.71, 0.96], [2.12, 1.47, 0.86], [3.14, -0.36, 0.25], [1.98, -1.62, 0.97], [1.10, -2.41, -2.14], [0.21, -1.56, -3.01], [0.23, -1.97, -2.13]], "orbital_gap_ha": 0.3693, "molar_mass_g_mol": 104.15, "e_lumo_ev": 0.6, "smiles": "C=CCCCO.O", "e_above_lowest_kj_mol": 246.23}

---

{"formula": "C5H12O2", "method": "ωB97M-V with the def2-TZVPD basis set", "elements": ["C", "O", "C", "C", "C", "C", "O", "H", "H", "H", "H", "H", "H", "H", "H", "H", "H", "H", "H"], "coordinates": [[-1.70, -0.51, 1.38], [-0.37, -0.31, 0.98], [-0.21, 0.45, -0.22], [-0.44, 1.94, 0.03], [1.19, 0.17, -0.75], [1.44, -1.31, -1.05], [1.54, -2.10, 0.12], [-2.20, 0.43, 1.68], [-1.68, -1.17, 2.25], [-2.29, -0.99, 0.59], [-0.95, 0.08, -0.95], [0.28, 2.31, 0.76], [-1.45, 2.14, 0.40], [-0.31, 2.50, -0.90], [1.94, 0.52, -0.03], [1.32, 0.75, -1.68], [0.65, -1.69, -1.72], [2.40, -1.42, -1.58], [0.84, -1.78, 0.70]], "orbital_gap_ha": 0.3988, "molar_mass_g_mol": 104.15, "e_lumo_ev": 1.0, "smiles": "CO[C@@H](C)CCO", "e_above_lowest_kj_mol": 100.14}

---

{"formula": "C5H12O2", "method": "ωB97M-V with the def2-TZVPD basis set", "elements": ["C", "C", "O", "C", "C", "O", "C", "H", "H", "H", "H", "H", "H", "H", "H", "H", "H", "H", "H"], "coordinates": [[3.20, 0.87, -0.12], [3.02, -0.23, -0.84], [0.52, -2.07, -0.87], [-0.17, -1.45, -0.10], [-1.37, -0.64, -0.53], [-1.98, -0.09, 0.60], [-3.16, 0.62, 0.29], [0.78, 1.20, 0.90], [2.93, 1.85, -0.49], [3.61, 0.83, 0.89], [3.26, -1.21, -0.47], [2.60, -0.19, -1.85], [0.03, -1.43, 1.00], [0.06, 1.21, 1.08], [-1.02, 0.15, -1.23], [-2.06, -1.29, -1.10], [-3.92, -0.04, -0.15], [-2.95, 1.44, -0.41], [-3.54, 1.03, 1.23]], "orbital_gap_ha": 0.4015, "molar_mass_g_mol": 104.15, "e_lumo_ev": 0.9, "smiles": "COCC=O.[H][H].C=C", "e_above_lowest_kj_mol": 335.66}

---

{"formula": "C5H12O2", "method": "ωB97M-V with the def2-TZVPD basis set", "elements": ["C", "C", "C", "O", "C", "C", "O", "H", "H", "H", "H", "H", "H", "H", "H", "H", "H", "H", "H"], "coordinates": [[2.03, 0.14, 0.64], [0.81, 0.18, -0.37], [-0.09, -1.01, -0.13], [-0.35, -1.16, 1.26], [-1.35, -0.67, -0.91], [-1.55, 0.79, -0.57], [-0.23, 1.32, -0.75], [2.68, 1.03, 0.63], [1.79, -0.10, 1.68], [2.68, -0.69, 0.29], [1.28, 0.16, -1.34], [0.35, 1.71, 1.40], [0.41, -1.90, -0.52], [-1.02, -1.85, 1.35], [-2.19, -1.32, -0.67], [-1.12, -0.74, -1.98], [-1.91, 0.93, 0.47], [-2.29, 1.28, -1.23], [0.06, 1.91, 0.73]], "orbital_gap_ha": 0.3757, "molar_mass_g_mol": 104.15, "e_lumo_ev": 0.8, "smiles": "C[C@@H]1OCC[C@@H]1O.[H][H]", "e_above_lowest_kj_mol": 324.11}